Density functional theory data (ωB97M-V/def2-TZVPD) for a single C4H4Cl2 molecule at a distorted geometry.

For the HOMO energy, the calculation gives -8.936 eV. The lowest unoccupied orbital energy is 0.02359 Eh. The energy above the lowest of the compared OMol25 structures with the same formula, charge and spin is 62.6 kJ/mol. The calculation puts the total energy at -1075.13853 hartree. The HOMO-LUMO gap is 9.6 eV.

XYZ file:
```
10
Properties=species:S:1:pos:R:3:forces:R:3:nbo_charge:R:1
C 1.5933 0.3855 0.3644 -0.89 0.66 1.94 -0.34
C 0.7872 -0.3974 -0.3451 2.08 1.00 0.59 -0.24
C -0.5705 -0.7214 -0.0654 -3.42 1.46 -0.73 -0.26
C -1.6159 0.1813 -0.0873 3.30 -1.13 0.51 -0.12
Cl -3.2612 -0.0723 0.0870 -0.91 -0.79 0.05 0.09
Cl -1.2284 1.8449 -0.1577 -0.05 0.88 -0.16 0.03
H 2.6603 0.5352 0.2014 -0.40 -0.09 -0.32 0.21
H 1.1623 0.8710 1.2913 0.70 -0.45 -1.13 0.19
H 1.2632 -0.8652 -1.1650 0.11 -0.83 -0.98 0.21
H -0.7904 -1.7615 -0.1236 -0.52 -0.69 0.23 0.23
```
Forces are in eV/Å.

=====

Density functional theory data (ωB97M-V/def2-TZVPD) for 2 unconnected molecules or ions with the total composition C6H14O.

For the HOMO energy (alpha / beta), the calculation gives -10.329 / -7.873 eV. The lowest unoccupied orbital energy (alpha / beta) is 0.02364 / 0.03632 Eh. The energy above the lowest of the compared OMol25 structures with the same formula, charge and spin is 492.6 kJ/mol. The calculation puts the total energy at -312.06741 hartree. The HOMO-LUMO gap (alpha / beta) is 11.0 / 8.9 eV.

XYZ file:
```
21
Properties=species:S:1:pos:R:3:forces:R:3:nbo_charge:R:1
C 1.1543 -2.8319 -1.5065 -0.10 -0.81 -0.13 -0.29
C 0.8631 -1.4006 -1.6010 0.41 0.72 -0.03 -0.49
C -0.1977 -0.8797 -0.6229 0.05 -0.01 -0.13 -0.38
C -0.0409 0.6126 -0.3369 0.01 -0.01 0.02 -0.39
C -0.9880 1.1265 0.7445 0.00 0.05 -0.01 -0.41
C -0.6320 2.5401 1.1711 0.27 -0.22 -0.35 -0.05
O -1.5603 2.9554 2.1517 -0.02 0.32 0.21 -0.72
H 2.0636 -4.3217 4.0880 0.00 0.00 0.00 0.00
H 1.6503 -3.3529 -2.3202 -0.07 0.08 0.17 0.17
H 0.9173 -3.3991 -0.6119 0.05 0.10 -0.11 0.17
H 1.8168 -0.8599 -1.3976 -0.29 -0.03 0.00 0.21
H 0.6351 -1.1189 -2.6417 -0.10 -0.04 0.23 0.21
H -1.1984 -1.0906 -1.0214 0.11 0.03 0.10 0.20
H -0.1141 -1.4336 0.3212 0.02 0.07 -0.10 0.20
H -0.1817 1.1892 -1.2625 0.03 -0.09 0.12 0.20
H 0.9962 0.7936 -0.0164 -0.13 -0.02 -0.05 0.19
H -2.0273 1.1112 0.3934 0.13 0.00 0.04 0.21
H -0.9408 0.4771 1.6280 0.00 0.07 -0.11 0.20
H 0.3974 2.5479 1.5670 -0.18 0.02 -0.02 0.15
H -0.6497 3.2087 0.2939 -0.04 -0.08 0.15 0.15
H -1.2929 3.8263 2.4676 -0.12 -0.13 0.00 0.47
```
Forces are in eV/Å.

=====

Density functional theory data (ωB97M-V/def2-TZVPD) for a single C17H14FNO2 molecule at a distorted geometry.

For the HOMO energy, the calculation gives -9.099 eV. The lowest unoccupied orbital energy is -0.02579 Eh. The energy above the lowest of the compared OMol25 structures with the same formula, charge and spin is 337.9 kJ/mol. The calculation puts the total energy at -961.22454 hartree. The HOMO-LUMO gap is 8.4 eV.

XYZ file:
```
35
Properties=species:S:1:pos:R:3:forces:R:3:nbo_charge:R:1
N -4.6338 2.2343 0.1733 0.13 -0.45 0.01 -0.85
C -4.0030 0.8900 0.2165 0.76 0.79 0.86 -0.21
C -2.6503 0.9021 1.0558 -0.41 -1.38 -1.11 -0.41
C -2.0733 -0.5948 0.9913 0.51 1.40 0.27 -0.44
C -0.6025 -0.5360 1.5269 1.09 -0.35 0.86 -0.02
C -0.3147 -0.0452 2.8905 2.69 -0.59 -1.45 0.40
F -1.2885 0.3833 3.7562 0.82 -0.64 -1.15 -0.33
C 1.0678 0.0445 3.3746 -0.31 -0.33 -1.17 -0.26
C 2.2234 -0.3409 2.5743 -2.42 -0.58 -1.65 -0.17
C 1.9561 -0.8274 1.2193 -1.42 0.47 0.47 -0.12
C 0.5643 -0.9191 0.7172 0.43 0.57 1.21 -0.10
C 0.3873 -1.4163 -0.7623 1.12 0.60 0.20 0.57
O -0.4595 -2.1992 -1.1193 0.23 0.62 0.22 -0.51
C 1.4532 -0.8389 -1.7584 0.66 0.44 0.00 -0.12
C 1.0383 -0.3964 -3.0776 2.52 0.26 0.72 -0.17
C 2.0796 0.1779 -3.9494 0.15 -1.01 2.37 -0.20
C 3.4515 0.2356 -3.4604 -0.75 -0.30 0.80 -0.20
C 3.8779 -0.2126 -2.1243 -2.52 -0.41 -0.58 -0.18
C 2.8440 -0.7513 -1.2541 -0.88 0.55 -1.46 -0.11
C 3.0922 -1.2366 0.2179 -0.97 0.57 -0.45 0.56
O 4.0567 -1.8897 0.5303 -0.34 0.63 0.01 -0.50
H -5.5196 2.2409 0.6731 0.47 0.23 -0.03 0.36
H -4.0017 2.9535 0.5268 -0.47 -0.31 -0.03 0.36
H -4.7127 0.1822 0.7176 0.63 0.35 -0.75 0.19
H -3.7490 0.5871 -0.8335 -0.36 -0.10 0.96 0.18
H -1.8853 1.5262 0.5098 -0.84 -0.29 0.72 0.20
H -2.8017 1.2502 2.1062 0.10 -0.20 -0.96 0.22
H -2.1316 -0.8836 -0.0886 0.38 0.00 1.10 0.24
H -2.7067 -1.3127 1.5699 0.61 0.63 -0.32 0.23
H 1.2386 0.4491 4.3961 -0.28 -0.38 -0.88 0.24
H 3.2800 -0.2779 2.9129 -1.09 0.01 -0.06 0.24
H -0.0345 -0.4663 -3.3702 1.11 0.02 0.21 0.24
H 1.8041 0.5594 -4.9576 0.41 -0.35 0.95 0.23
H 4.2198 0.6767 -4.1341 -0.67 -0.42 0.62 0.22
H 4.9337 -0.1482 -1.7667 -1.10 -0.03 -0.51 0.24
```
Forces are in eV/Å.

=====

Density functional theory data (ωB97M-V/def2-TZVPD) for 2 unconnected molecules or ions with the total composition C5H17N3Si at a distorted geometry.

For the HOMO energy, the calculation gives -16.389 eV. The lowest unoccupied orbital energy is -0.27209 Eh. The energy above the lowest of the compared OMol25 structures with the same formula, charge and spin is 31.7 kJ/mol. Its net charge is +2. The calculation puts the total energy at -653.71816 hartree. The HOMO-LUMO gap is 9.0 eV.

XYZ file:
```
26
Properties=species:S:1:pos:R:3:forces:R:3:nbo_charge:R:1
C -1.6206 -0.5484 -0.4122 -1.24 -0.42 1.48 0.40
C -2.0925 1.0365 1.4594 0.09 -0.10 3.68 -0.47
C -3.9675 0.2547 -0.8447 -0.40 -4.92 1.25 -0.40
C 3.4213 -1.6809 0.7160 -1.28 -4.59 -1.30 -0.46
C 2.2246 0.1693 -0.6379 1.60 2.36 0.27 -0.75
N -1.2438 0.1070 0.7331 -1.45 -0.04 -3.65 -0.52
N -2.8469 -0.7365 -0.8950 1.39 2.24 1.22 -0.49
N 3.3745 -0.7642 -0.5228 0.28 0.02 2.18 -0.53
Si 2.2765 1.9703 -0.5155 0.30 -3.11 -0.02 1.06
H -3.0154 0.5602 1.9187 1.54 -0.22 -0.18 0.25
H -1.3423 1.3516 2.2840 -1.96 -0.11 -0.96 0.24
H -2.5980 1.9060 1.0524 1.05 0.31 -1.09 0.24
H -4.0518 0.4666 -1.8237 -1.10 0.98 -3.36 0.22
H -3.8631 1.1151 -0.3332 0.83 2.44 2.00 0.22
H -4.7738 -0.3797 -0.4625 -0.44 0.83 -0.23 0.24
H 4.3775 -2.3478 0.5714 -1.71 1.53 0.64 0.26
H 3.2672 -1.3035 1.7597 0.49 0.64 -1.46 0.28
H 2.5291 -2.4513 0.5411 1.85 1.60 0.51 0.23
H 1.6210 -0.4198 -1.2367 -2.17 -0.24 -1.12 0.20
H -0.2430 0.2843 0.7974 -0.29 -0.30 -0.02 0.43
H -3.0706 -1.3982 -1.6291 0.95 -0.22 0.09 0.45
H 4.2601 -0.3351 -0.3850 0.98 1.23 -0.54 0.43
H 3.4351 -1.2786 -1.4171 0.13 -0.16 0.80 0.45
H 1.1339 2.6276 -1.1298 -0.07 0.35 0.23 -0.09
H -0.8700 -1.1308 -0.8802 0.80 -0.53 -0.22 0.21
H 3.3770 2.4228 0.3438 -0.17 0.43 -0.20 -0.09
```
Forces are in eV/Å.